C2H3Cl2N | wB97M-V/def2-TZVPD

## Properties
Energy relative to the best compared isomer or geometry (same formula, charge and spin) (kcal/mol): 100.2
LUMO energy (alpha / beta) (eV): -1.430 / -1.430
Molar mass (g mol⁻¹): 111.96
2S+1: 1

Geometry (Å):
Cl -2.527 -0.915 -0.102
Cl 1.873 -1.761 -0.024
N 0.723 -0.478 0.043
C 0.305 0.791 -0.413
C -0.188 0.114 0.770
H 1.032 1.539 -0.378
H -0.914 -0.064 1.508
H -0.305 0.774 -1.405

Cartesian forces (eV/Å) of the 3 atoms listed first:
Cl 0.90 0.46 0.35
Cl -1.30 1.25 -0.03
N -0.06 -1.15 2.62